<one>
DFT (ωB97M-V with the def2-TZVPD basis set) results for a single C4H5NO2 molecule.

Element x y z (Å)
O (2.412, -1.569, 0.341)
C (2.004, -0.533, -0.203)
C (0.699, -0.074, -0.104)
C (-0.466, -0.611, 0.669)
N (-1.520, 0.244, 0.075)
C (-0.976, 1.244, -0.600)
O (0.287, 1.147, -0.718)
H (2.672, 0.100, -0.831)
H (-2.513, 0.086, 0.139)
H (-0.666, -1.675, 0.496)
H (-0.426, -0.446, 1.761)
H (-1.506, 2.086, -1.026)

Properties
lowest unoccupied orbital energy = 0.223 eV
frontier orbital gap = 7.13 eV

***

<two>
DFT (ωB97M-V with the def2-TZVPD basis set) results for a single C4H5NO2 molecule.

Element x y z (Å)
O (-1.465, 0.957, -0.313)
C (-0.109, 1.265, -0.458)
C (-0.573, 0.557, 0.734)
C (-0.257, -0.923, 0.813)
N (0.751, -1.405, -0.121)
C (1.070, -0.673, -1.092)
O (0.623, 0.587, -1.415)
H (0.143, 2.321, -0.495)
H (-0.694, 1.074, 1.684)
H (-1.179, -1.491, 0.638)
H (0.090, -1.178, 1.819)
H (1.794, -1.008, -1.830)

Properties
lowest unoccupied orbital energy = 0.957 eV
frontier orbital gap = 11.15 eV

***

<three>
DFT (ωB97M-V with the def2-TZVPD basis set) results for a single C4H5NO2 molecule.

Element x y z (Å)
C (-1.489, -0.350, -0.725)
C (-0.132, 0.116, -0.316)
C (0.220, 1.356, 0.056)
O (1.393, 1.393, 0.715)
C (1.765, -0.212, 1.033)
O (2.788, -0.611, 1.500)
N (0.867, -0.767, 0.104)
H (-1.530, -0.746, -1.742)
H (-1.861, -1.124, -0.040)
H (-2.181, 0.497, -0.663)
H (-0.472, 2.202, 0.016)
H (0.632, -1.753, 0.060)

Properties
lowest unoccupied orbital energy = 0.588 eV
frontier orbital gap = 8.99 eV

***

Winner for stability: <three>

***

<one>
DFT (ωB97M-V with the def2-TZVPD basis set) results for a molecular structure, H2NaO.

Element x y z (Å)
O (0.136, 0.501, 0.192)
H (1.072, 0.681, -0.052)
H (-0.121, 1.258, 0.766)
Na (-1.086, -2.440, -0.906)

Properties
net charge = +1
lowest unoccupied orbital energy = -5.348 eV
frontier orbital gap = 10.31 eV

***

<two>
DFT (ωB97M-V with the def2-TZVPD basis set) results for a molecular structure, H2NaO.

Element x y z (Å)
O (0.194, 0.249, -0.015)
H (0.599, 0.088, -0.897)
H (0.856, 0.796, 0.465)
Na (-1.650, -1.133, 0.447)

Properties
net charge = +1
lowest unoccupied orbital energy = -4.975 eV
frontier orbital gap = 12.22 eV

***

Winner for stability: <two>

***

<one>
DFT (ωB97M-V with the def2-TZVPD basis set) results for 2 unconnected molecules or ions with the total composition C3H9N2.

Element x y z (Å)
C (1.233, 0.568, 1.074)
N (0.353, 0.410, 1.980)
H (2.156, 0.001, 1.027)
H (1.091, 1.452, 0.456)
H (-0.411, 1.072, 2.092)
H (0.311, -0.467, 2.494)
C (0.179, -1.324, -1.163)
C (-0.886, -0.569, -0.934)
N (-0.965, 0.837, -0.982)
H (1.076, -0.904, -1.618)
H (0.137, -2.392, -1.062)
H (-1.793, -1.006, -0.533)
H (-0.544, 1.205, -1.830)
H (-1.938, 1.117, -1.000)

Properties
net charge = +1
lowest unoccupied orbital energy = -5.296 eV
frontier orbital gap = 7.55 eV

***

<two>
DFT (ωB97M-V with the def2-TZVPD basis set) results for 2 unconnected molecules or ions with the total composition C3H9N2.

Element x y z (Å)
C (-0.605, -1.181, 2.325)
N (-0.670, -0.134, 1.625)
H (-0.694, -2.266, 2.114)
H (-0.386, -1.052, 3.393)
H (-0.591, 0.749, 2.207)
H (1.132, 0.228, -0.185)
C (-0.462, 1.292, -1.162)
C (1.150, -0.468, -1.707)
N (0.835, 0.665, -1.117)
H (-0.224, 2.323, -0.926)
H (-1.103, 0.793, -0.461)
H (-0.966, 1.058, -2.085)
H (2.163, -0.872, -1.866)
H (0.422, -1.136, -2.154)

Properties
net charge = +1
lowest unoccupied orbital energy = -6.204 eV
frontier orbital gap = 7.80 eV

***

<three>
DFT (ωB97M-V with the def2-TZVPD basis set) results for 2 unconnected molecules or ions with the total composition C3H9N2.

Element x y z (Å)
C (0.567, 0.557, -1.132)
C (0.097, -1.102, 0.905)
C (-0.609, 0.129, 0.599)
N (1.673, 1.215, -1.071)
N (-1.924, 0.097, 0.281)
H (0.519, -0.200, -1.962)
H (0.386, -1.532, -0.053)
H (0.979, -0.985, 1.504)
H (-0.517, -1.858, 1.334)
H (-0.200, 0.961, 0.967)
H (2.322, 1.184, -1.868)
H (1.681, 2.007, -0.453)
H (-2.441, 0.924, 0.096)
H (-2.313, -0.752, -0.347)

Properties
net charge = +1
lowest unoccupied orbital energy = -4.176 eV
frontier orbital gap = 9.62 eV

***

Winner for stability: <one>

***

<one>
DFT (ωB97M-V with the def2-TZVPD basis set) results for a molecular structure, C3H9N2.

Element x y z (Å)
C (-0.711, 0.886, 0.076)
N (-1.604, -0.190, 0.044)
H (-0.632, 1.299, 1.075)
H (-0.801, 1.627, -0.710)
H (-1.881, -0.433, -0.897)
H (-2.470, -0.020, 0.535)
C (1.286, 0.792, -0.012)
C (0.938, -0.462, -0.367)
N (0.902, -1.540, 0.482)
H (1.402, 1.524, -0.810)
H (1.598, 1.148, 0.959)
H (0.741, -0.608, -1.428)
H (0.032, -1.626, 0.999)
H (1.200, -2.397, 0.054)

Properties
net charge = +1
lowest unoccupied orbital energy = -4.422 eV
frontier orbital gap = 10.27 eV

***

<two>
DFT (ωB97M-V with the def2-TZVPD basis set) results for 2 unconnected molecules or ions with the total composition C3H9N2.

Element x y z (Å)
C (-0.826, 0.328, -1.019)
C (0.402, 0.742, -0.257)
C (-0.268, -2.714, 0.534)
N (-0.598, -0.085, 0.342)
N (0.515, 2.095, 0.479)
H (-1.834, 0.930, -1.236)
H (-0.598, -0.317, -1.724)
H (1.430, 0.292, -0.586)
H (0.097, -3.021, -0.479)
H (0.458, -2.925, 1.203)
H (-1.274, -2.314, 0.594)
H (-0.308, 2.440, 1.043)
H (0.690, 2.949, -0.119)
H (1.114, 1.875, 1.219)

Properties
net charge = +1
lowest unoccupied orbital energy (spin up / spin down) = -3.712 / -5.378 eV
frontier orbital gap (spin up / spin down) = 10.49 / 7.02 eV

***

<three>
DFT (ωB97M-V with the def2-TZVPD basis set) results for a gas-phase ion, C3H9N2 (charge +1).

Element x y z (Å)
C (0.765, 2.006, -0.390)
C (0.717, 0.493, -0.666)
N (-1.429, -2.093, 0.849)
C (-0.389, -1.468, 0.348)
N (-0.320, -0.179, 0.125)
H (-0.189, 2.494, -0.548)
H (1.253, 2.173, 0.565)
H (1.489, 2.356, -1.126)
H (0.474, 0.375, -1.717)
H (1.696, 0.091, -0.466)
H (-2.313, -1.659, 1.064)
H (-1.257, -3.025, 1.192)
H (0.576, -1.979, 0.325)
H (-1.072, 0.415, 0.446)

Properties
net charge = +1
lowest unoccupied orbital energy = -3.834 eV
frontier orbital gap = 11.51 eV

***

Winner for stability: <three>

***

<one>
DFT (ωB97M-V with the def2-TZVPD basis set) results for a gas-phase ion, C3H9N2 (charge +1).

Element x y z (Å)
C (-1.244, -1.770, -0.419)
C (-1.041, -0.245, -0.133)
N (2.057, 1.710, 0.285)
C (0.822, 1.275, 0.443)
N (0.356, 0.160, -0.066)
H (-0.740, -2.112, -1.314)
H (-1.088, -2.277, 0.532)
H (-2.328, -1.770, -0.544)
H (-1.495, 0.248, -0.996)
H (-1.603, -0.036, 0.776)
H (2.766, 1.309, -0.307)
H (2.325, 2.366, 0.989)
H (0.218, 1.607, 1.282)
H (0.997, -0.466, -0.529)

Properties
net charge = +1
lowest unoccupied orbital energy = -4.009 eV
frontier orbital gap = 11.27 eV

***

<two>
DFT (ωB97M-V with the def2-TZVPD basis set) results for a gas-phase ion, C3H9N2 (charge +1).

Element x y z (Å)
C (0.211, -0.338, -1.234)
N (-0.811, 0.383, -1.961)
H (-0.133, -1.301, -0.857)
H (1.139, -0.212, -1.776)
H (-0.472, 0.265, -2.902)
H (-1.705, -0.067, -1.849)
C (0.059, -0.051, 2.460)
C (-0.396, 0.162, 1.232)
N (0.579, 0.386, 0.123)
H (1.037, 0.386, 2.621)
H (-0.484, -0.662, 3.169)
H (-1.358, -0.187, 0.811)
H (1.483, -0.070, 0.423)
H (0.852, 1.307, -0.260)

Properties
net charge = +1
lowest unoccupied orbital energy = -3.566 eV
frontier orbital gap = 11.62 eV

***

<three>
DFT (ωB97M-V with the def2-TZVPD basis set) results for a gas-phase ion, C3H9N2 (charge +1).

Element x y z (Å)
C (1.405, 0.116, 0.074)
C (-0.531, -1.341, 0.189)
C (-0.923, 1.132, 0.181)
N (0.901, 0.010, -1.213)
N (-0.027, -0.039, -0.097)
H (1.763, -0.964, 0.465)
H (1.836, 1.055, 0.576)
H (0.060, -1.550, 1.132)
H (-1.545, -1.206, 0.312)
H (-0.462, -2.136, -0.514)
H (-1.712, 1.225, -0.625)
H (-1.377, 0.912, 1.199)
H (-0.240, 1.981, 0.213)
H (0.853, 0.805, -1.891)

Properties
net charge = +1
lowest unoccupied orbital energy = -3.030 eV
frontier orbital gap = 12.72 eV

***

Winner for stability: <one>

***

<one>
DFT (ωB97M-V with the def2-TZVPD basis set) results for a gas-phase ion, C3H9N2 (charge +1).

Element x y z (Å)
C (0.489, 0.138, -0.012)
C (1.740, -0.715, -0.014)
C (-1.946, -0.029, -0.258)
N (-0.615, -0.436, -0.557)
N (0.660, 1.301, 0.485)
H (1.353, -1.606, -0.374)
H (2.569, -0.357, -0.626)
H (2.008, -0.748, 1.068)
H (-2.147, 1.045, -0.131)
H (-2.693, -0.354, -0.942)
H (-2.255, -0.459, 0.795)
H (-0.636, -1.239, -1.107)
H (1.562, 1.579, 0.852)
H (-0.089, 1.880, 0.820)

Properties
net charge = +1
lowest unoccupied orbital energy = -3.557 eV
frontier orbital gap = 11.65 eV

***

<two>
DFT (ωB97M-V with the def2-TZVPD basis set) results for 2 unconnected molecules or ions with the total composition C3H9N2.

Element x y z (Å)
C (-1.802, -0.034, 0.966)
N (-1.676, -1.171, 0.320)
H (-0.858, 0.212, 1.761)
H (-2.573, 1.008, 0.957)
H (-1.935, -0.982, -0.649)
H (-1.142, -2.004, 0.756)
C (1.568, 0.271, 0.738)
C (1.064, 0.651, -1.732)
N (0.765, 0.358, -0.485)
H (1.709, -0.741, 0.915)
H (1.247, 1.006, 1.629)
H (2.542, 0.493, 0.351)
H (0.377, 1.320, -2.149)
H (2.034, 0.050, -2.249)

Properties
net charge = +1
lowest unoccupied orbital energy = -5.708 eV
frontier orbital gap = 6.78 eV

***

Winner for stability: <one>